1.
The following is a DFT calculation (ωB97M-V/def2-TZVPD) of an isolated molecule of C5H7N.

```
13
Properties=species:S:1:pos:R:3:forces:R:3
H 1.125566 -1.369797 0.259541 -0.086 0.169 0.009
C 1.339567 0.265583 1.770541 0.005 0.023 0.125
H 1.656201 -0.220971 2.695611 -0.005 -0.064 -0.101
H -2.167135 -1.125368 -0.620544 0.094 -0.010 0.012
H -0.527019 -1.604894 -1.148462 -0.132 0.096 0.083
C -1.093901 0.377962 -1.620719 -0.137 0.315 -0.464
H 0.716517 1.135395 1.989254 0.164 -0.128 0.155
H 2.234779 0.602229 1.233291 -0.045 -0.023 0.198
N -0.625223 -0.298410 0.547706 0.488 0.067 -0.047
C 0.574339 -0.594950 0.820036 -0.144 0.226 -0.083
H -1.050117 2.247088 -2.908788 0.051 -0.144 0.111
C -1.132542 -0.787074 -0.721656 -0.166 -0.096 -0.176
C -1.051031 1.373209 -2.295813 -0.087 -0.430 0.177
```
Positions in Å, forces in eV/Å.

* energy relative to the best compared isomer or geometry (same formula, charge and spin): 62.29 kcal per mole
* highest occupied orbital energy: -0.360 Ha
* total charge: 0
* SMILES: C#CC/N=C/C



2.
The following is a DFT calculation (ωB97M-V/def2-TZVPD) of a cluster of 7 separate species, C25H48BrF7N13O12PS2 in total.

```
109
Properties=species:S:1:pos:R:3:forces:R:3
C 1.703018 3.012161 -1.170108 -1.108 0.814 1.525
C 4.673638 0.030430 -1.672739 0.079 0.823 3.066
C -1.851416 -0.373987 -1.978870 0.190 -0.717 0.114
O -10.651970 -0.961636 -1.075869 0.160 -0.052 0.046
N -8.468832 -0.372284 -1.023078 0.429 0.702 -0.092
H -4.831300 -1.830759 6.550447 -0.059 -0.219 -0.065
H 10.173716 -0.555211 -5.351483 -0.060 -0.189 0.043
H 8.008892 0.090547 -1.389602 -1.288 1.373 -0.432
C 8.832051 -1.520553 -4.183425 -0.129 0.209 0.109
S 0.414684 -3.783955 -2.853357 1.199 -6.200 3.491
H -7.281128 -4.154408 8.736488 0.146 0.011 -0.140
H 0.595958 0.125142 -0.896374 0.379 -0.565 -1.619
N -5.398309 0.553154 5.442456 0.019 -0.282 0.763
O 1.530523 -4.470794 -2.069123 -2.174 2.502 -2.049
C -6.140249 -2.811161 7.740843 -0.148 0.358 0.192
N 8.395012 -2.769707 -3.891622 -0.436 -0.461 0.355
H -0.436473 2.433099 -1.344890 1.161 -0.311 -1.001
H -8.712586 0.561209 -1.311614 0.049 -0.196 0.033
Br 0.347190 4.868344 0.807428 0.478 -0.989 -0.214
N 9.822108 -1.466934 -5.108031 0.531 0.347 -0.466
H -6.676572 0.852611 3.298304 0.089 0.000 0.044
N -0.599199 6.298613 4.292233 -0.384 -0.628 -0.290
H 4.074959 1.033330 2.369323 0.164 -0.452 -1.885
H 7.658951 -2.850877 -3.208037 0.124 -0.019 -0.115
H -1.395204 -3.196101 -1.347252 1.101 0.795 -0.659
C 5.598843 1.036710 0.597809 -2.680 -1.415 -2.093
O 8.369045 -0.519995 -3.653544 0.245 -0.420 -0.457
N 0.140251 8.177995 5.359792 0.099 0.703 0.496
H 2.143639 -2.053784 -1.460778 -0.397 1.657 -0.776
N -5.681379 0.953850 3.212137 -0.161 0.069 -0.660
H -0.711308 8.239614 5.887488 0.077 -0.031 -0.066
F -5.105152 0.042279 -2.005106 2.349 0.339 2.842
H -4.787918 0.454192 6.237475 -0.187 0.179 -0.084
N 4.568935 -4.156615 2.057581 0.624 0.226 0.570
O -3.608266 0.957604 4.117602 -0.055 -0.056 -0.004
O -0.186461 1.022957 -4.044324 -1.507 -0.179 1.020
H 0.453030 2.275420 0.612849 1.006 1.625 -0.362
H 7.103591 0.990546 -2.750463 0.497 0.084 1.953
H 7.751877 1.917092 -1.217417 -0.817 -1.240 -0.613
C 4.208715 0.765725 1.263432 0.840 -0.879 -3.116
C 7.281415 0.954788 -1.617157 -1.136 -0.365 0.520
C 0.470456 2.458443 -2.037220 0.220 1.116 -0.775
C -9.484885 -1.258069 -0.874828 -0.549 0.169 -0.120
H -5.286450 1.159807 2.307225 -0.214 -0.094 0.421
N -5.167436 -2.746751 6.799344 0.520 0.287 -0.447
F -3.558619 -2.110232 -1.899532 1.396 1.780 2.383
H 8.760970 -3.603285 -4.314404 -0.021 0.093 0.032
H 4.315185 -4.672590 2.880201 0.002 0.036 -0.101
H -1.464603 6.325017 4.800042 0.094 0.008 -0.036
C 1.198839 3.130927 0.381615 1.244 -2.118 -0.394
H 4.848661 -0.255933 -2.774415 -0.444 0.482 1.956
O -2.412604 1.938831 -4.918779 1.947 -1.907 3.178
H -4.772567 -3.550583 6.346115 -0.043 0.072 0.053
H 2.016077 -0.122467 0.972844 1.749 0.394 -0.782
H 2.512813 -5.562284 1.704520 0.091 0.064 -0.052
H 0.186675 -2.566678 -0.625533 -0.509 -0.660 -1.556
O 2.265551 2.996303 -4.576114 -0.292 -1.166 1.078
C -0.523069 -1.217493 -2.261690 0.392 0.107 -1.258
O 4.211476 -3.572461 -0.098833 0.001 -0.015 0.145
C 5.860825 0.684116 -0.915189 -3.215 -0.774 1.843
H -0.503527 -1.412937 -3.405860 -0.452 0.543 1.776
F -3.714215 2.394526 -1.217908 -0.040 -2.836 2.319
C 3.881667 -4.211151 0.888728 0.023 0.209 -0.483
C 0.396430 7.205916 4.448362 0.437 -0.109 -0.326
H -7.503039 -0.596331 -0.862861 -0.080 -0.009 -0.038
H 5.378814 -3.558588 2.086057 -0.176 -0.094 -0.005
F -2.730069 1.369387 0.597822 -2.636 -0.277 -2.407
H 1.923071 4.104114 -1.481931 -0.021 -1.960 0.282
C -4.817253 0.829987 4.248483 0.315 0.078 -0.107
H 2.262519 -5.096986 0.051675 0.096 0.028 0.011
H -0.446739 5.559543 3.623169 -0.033 0.134 0.124
P 2.413726 1.461600 -3.789780 1.882 0.282 -0.030
H 2.121688 2.893907 1.037182 -1.626 1.031 -0.765
H 3.584639 0.292287 -5.361561 -0.703 0.086 0.112
S -1.755052 1.445966 -3.656350 -1.692 1.506 -3.397
H -6.190808 -4.895387 7.611889 -0.017 0.099 0.031
N -9.101859 -2.499783 -0.485401 -0.030 -0.801 0.255
N -6.558525 -4.065732 8.040683 -0.434 -0.567 0.363
H 0.856024 8.871271 5.504431 -0.149 -0.143 -0.031
N 2.800262 -5.029887 0.903690 -0.700 -0.309 -0.275
C 0.739876 1.117322 -2.878002 0.116 0.370 -0.695
O -2.481703 -0.067406 -3.275862 1.382 0.946 1.241
H 0.240521 3.283645 -2.819706 0.232 -1.478 1.143
N 2.580968 0.300821 -5.126011 -1.190 1.937 0.294
H 6.474598 1.503354 1.171625 -1.673 -0.745 -0.748
H 2.800317 3.635074 -4.048728 -0.522 -0.775 -0.514
O -0.531213 -4.839420 -3.355712 1.438 3.676 0.220
F -5.056403 -0.706262 0.142793 1.602 1.560 -2.072
H 10.215383 -2.275669 -5.553946 -0.051 0.062 0.062
C 0.767128 -0.244713 -1.985720 -0.248 -0.097 1.461
H 1.046385 -3.048198 -3.853166 -0.822 0.023 0.497
H 2.614410 -1.233082 -3.005036 -0.694 0.787 1.680
C -2.991523 -1.045282 -1.100219 -1.313 -0.223 -1.061
O 1.441172 7.152889 3.818805 -0.127 0.044 0.106
H -8.148241 -2.763390 -0.315318 -0.076 0.054 -0.042
O -6.603858 -1.815888 8.277086 0.045 -0.044 -0.105
H -1.547406 0.595574 -1.454933 -0.477 -1.233 -0.504
C -3.857605 1.377895 -0.241275 -1.024 2.813 1.107
C -0.424035 -2.660768 -1.587788 0.235 1.264 -0.106
H 2.634916 2.364040 -1.134494 -1.193 0.799 -0.345
H -9.827906 -3.186850 -0.364315 0.147 0.141 -0.036
F -4.961345 1.794049 0.584019 2.630 -0.756 -2.217
C 3.022036 0.098593 0.470226 3.730 0.680 -1.939
F -2.606591 -1.466393 0.197038 -0.470 0.523 -3.065
H -6.388312 0.444240 5.571830 0.081 -0.005 0.048
C -4.259293 -0.039604 -0.863466 -1.415 -2.040 0.281
H 2.047073 0.680204 -5.938678 0.537 -0.724 0.557
C 2.177689 -1.003480 -1.955991 1.170 -0.592 0.995
C 3.281605 -0.266323 -1.010326 2.305 1.313 0.850
```
Positions in Å, forces in eV/Å.

* highest occupied orbital energy: -0.301 Ha
* total charge: 0



LUMO level in eV, matching the order above: 1.172, 0.024
Kohn-Sham gap in eV, matching the order above: 10.98, 8.22